The following is a DFT calculation (the ωB97M-V functional and the def2-TZVPD basis) of a cluster of 3 separate species, C4H14O2 in total.

Last column: natural (NBO) charge in e.
Positions of all 20 atoms, in Å:
C -0.85669 -1.68702 -2.24427  -0.600
C 0.53148 -1.21837 -1.71306  -0.217
C 0.40870 0.15829 -1.03945  -0.613
C 1.62912 -1.24796 -2.75454  -0.610
H -0.80342 -2.75467 -2.46116  0.208
H -1.05540 -1.19128 -3.20812  0.195
H -1.62274 -1.33810 -1.56028  0.204
H 0.66005 -1.91681 -0.87596  0.188
H -0.61082 0.50334 -1.05935  0.206
H 0.68679 0.14604 0.01881  0.205
H 1.12905 0.86508 -1.44948  0.207
H 1.87067 -2.18225 -3.23941  0.215
H 2.53102 -1.00681 -2.17824  0.205
H 1.48463 -0.41246 -3.43388  0.206
O -3.09274 3.86513 4.49973  -0.926
H -2.87047 2.96327 4.75577  0.463
H -2.31295 4.08760 3.96730  0.464
O 0.78790 0.97454 4.94529  -0.958
H 1.42000 0.28193 4.72596  0.482
H 0.08580 1.11050 4.30433  0.476

Computed properties:
Multiplicity: 1
SMILES: CC(C)C.O.O
LUMO in Eh: 0.009
Energy relative to the best compared isomer or geometry (same formula, charge and spin) in eV: 0.8627
HOMO level in eV: -10.9

The following is a DFT calculation (the ωB97M-V functional and the def2-TZVPD basis) of an isolated molecule of CH3ClN4O2.

Last column: natural (NBO) charge in e.
Positions of all 11 atoms, in Å:
N -0.36651 1.65628 -0.01259  -0.791
C 0.44814 0.56883 0.09898  0.544
N 1.68238 0.87456 0.18634  -0.523
Cl 2.83729 -0.38014 0.02180  0.084
N 0.08464 -0.78286 0.04767  -0.474
N -1.14435 -1.35339 0.07280  0.667
O -1.15983 -2.54394 -0.03031  -0.364
O -2.07499 -0.61423 0.16377  -0.397
H 0.09115 2.49291 -0.40042  0.420
H -1.28915 1.41016 -0.38178  0.411
H 0.89121 -1.32819 0.23373  0.424

Computed properties:
Multiplicity: 1
SMILES: N/C(=N/Cl)N[N+](=O)[O-]
LUMO in Eh: -0.001
Energy relative to the best compared isomer or geometry (same formula, charge and spin) in eV: 0.0000
HOMO level in eV: -9.5

The following is a DFT calculation (the ωB97M-V functional and the def2-TZVPD basis) of a structure of composition C5H13NO3SZn.

Last column: natural (NBO) charge in e.
Positions of all 24 atoms, in Å:
N -0.72302 2.65792 -1.10455  -0.791
C -0.83663 1.41862 -0.36098  -0.268
C -0.57258 0.25146 -1.27937  -0.258
C -0.88341 -1.17729 -0.75743  -0.432
C -1.09611 -1.40402 0.75318  -0.448
C 0.11424 -1.75892 1.58024  -0.072
O 1.02251 -0.55537 1.54059  -0.739
S 2.44201 -0.67785 0.95389  1.904
O 2.23351 -0.88082 -0.52142  -1.089
O 2.62947 0.96216 0.89294  -0.919
H 0.17291 2.81680 -1.56087  0.324
H -0.93339 3.47344 -0.54185  0.410
H -1.85273 1.34300 0.02448  0.268
H -0.18084 1.37715 0.51886  0.149
H 0.50946 0.28380 -1.65879  -0.084
H -1.14977 0.42659 -2.18393  0.290
H -1.76237 -1.53147 -1.28676  0.277
H -0.07235 -1.83339 -1.07426  0.234
H -1.74814 -2.27287 0.85572  0.277
H -1.61724 -0.58559 1.24493  0.233
H -0.15548 -1.88042 2.62271  0.252
H 0.63552 -2.65602 1.25101  0.220
H 1.91712 1.40730 1.39904  0.551
Zn 1.90732 0.79579 -1.30738  1.709

Computed properties:
Net charge: +2
Multiplicity: 1
LUMO in Eh: -0.408
HOMO level in eV: -17.3

The following is a DFT calculation (the ωB97M-V functional and the def2-TZVPD basis) of a structure of composition CH5O2Y.

Last column: natural (NBO) charge in e.
Positions of all 9 atoms, in Å:
C 1.59563 -0.33675 -0.28942  -0.232
H 2.55854 -0.88093 -0.23206  0.165
H 1.69763 0.41155 -1.10028  0.144
H 1.49802 0.23744 0.65462  0.152
O -2.58385 0.82061 1.07645  -0.949
Y -1.20371 -1.19425 -1.91177  0.838
H -2.42084 1.73618 1.31745  0.473
O 0.52741 -1.20087 -0.49954  -1.066
H -1.66883 0.40702 0.98455  0.475

Computed properties:
Multiplicity: 1
LUMO in Eh: -0.001
Energy relative to the best compared isomer or geometry (same formula, charge and spin) in eV: 0.0000
HOMO level in eV: -6.4

The following is a DFT calculation (the ωB97M-V functional and the def2-TZVPD basis) of the ion C5H12NO with charge -1.

Last column: natural (NBO) charge in e.
Positions of all 19 atoms, in Å:
C -2.33402 -0.82453 -0.84961  -0.608
C -1.21203 -0.30323 0.05928  -0.428
C -0.30805 0.80939 -0.45868  -0.400
C 1.09072 0.84968 0.18606  -0.074
N 0.92809 0.95993 1.64140  -0.887
C 1.94406 -0.47086 -0.13333  -0.040
O 2.28337 -1.18199 0.96062  -0.962
H -2.88333 -0.00956 -1.33159  0.185
H -2.98054 -1.24808 -0.08213  0.199
H -2.05161 -1.51498 -1.63938  0.200
H -1.57364 0.01973 1.03683  0.198
H -0.48372 -1.10228 0.24026  0.230
H -0.00221 0.61617 -1.49709  0.184
H -0.69905 1.82200 -0.34215  0.183
H 1.62031 1.72638 -0.19617  0.152
H 0.85225 -0.02203 1.92613  0.383
H 1.81072 1.18207 2.08929  0.348
H 1.28593 -1.17083 -0.72936  0.067
H 2.71273 -0.13698 -0.88037  0.070

Computed properties:
Net charge: -1
Multiplicity: 1
SMILES: CCC[C@@H](N)C[O-]
LUMO in Eh: 0.147
Energy relative to the best compared isomer or geometry (same formula, charge and spin) in eV: 0.6818
HOMO level in eV: -2.4

The following is a DFT calculation (the ωB97M-V functional and the def2-TZVPD basis) of a structure of composition C18H9BF9N2OsS.

Last column: natural (NBO) charge in e.
Positions of all 41 atoms, in Å:
Os -0.47640 0.40886 0.31137  0.981
F 5.06430 3.84176 1.98718  -0.250
C 4.24067 2.98378 1.41532  0.320
C 2.87040 3.19999 1.48126  0.329
F 2.38824 4.25725 2.11599  -0.266
C 2.02934 2.28851 0.88231  0.322
F 0.68648 2.47422 0.96148  -0.296
C 2.50601 1.17019 0.21762  -0.363
S 1.42159 0.05835 -0.61551  0.385
C 3.87843 0.96715 0.17314  0.374
F 4.36866 -0.10022 -0.44765  -0.270
C 4.74795 1.86856 0.76302  0.286
F 6.05372 1.67126 0.71321  -0.256
C -0.35849 -5.12001 0.34229  -0.152
C -1.05116 -4.85058 -0.83504  -0.189
C -1.34980 -3.55186 -1.19025  -0.206
C -0.94372 -2.51258 -0.35049  0.134
C -0.25796 -2.77254 0.83186  -0.220
C 0.03347 -4.08403 1.17302  -0.185
N -1.23922 -1.15782 -0.70201  -0.102
N -2.01939 -0.96522 -1.65984  -0.085
C -2.20739 0.38205 -1.92226  0.030
C -3.09657 0.81796 -2.88863  -0.155
C -3.22849 2.18882 -3.07068  -0.147
C -2.49147 3.09428 -2.30817  -0.172
C -1.59795 2.65304 -1.34359  -0.204
C -1.45504 1.28123 -1.13872  -0.113
H -0.13235 -6.14275 0.61124  0.236
H -1.35895 -5.66187 -1.47987  0.237
H -1.88047 -3.33808 -2.10518  0.247
H 0.02444 -1.98574 1.51744  0.223
H 0.55542 -4.28806 2.09715  0.238
H -3.67175 0.10797 -3.46584  0.250
H -3.91832 2.56106 -3.81589  0.242
H -2.61413 4.15550 -2.47606  0.242
H -1.01986 3.36263 -0.76646  0.237
F -1.39515 1.12220 3.89074  -0.492
B -0.88689 0.14461 3.15602  1.377
F 0.35410 0.52112 2.47126  -0.554
F -1.77213 0.04437 1.82972  -0.510
F -0.80018 -1.09535 3.63948  -0.503

Computed properties:
Net charge: +1
Multiplicity: 1
LUMO (alpha / beta) in Eh: -0.234 / -0.234
Energy relative to the best compared isomer or geometry (same formula, charge and spin) in eV: 0.2520
HOMO level (alpha / beta) in eV: -12.5 / -12.5

The following is a DFT calculation (the ωB97M-V functional and the def2-TZVPD basis) of a structure of composition ClHg2.

Last column: natural (NBO) charge in e.
Positions of all 3 atoms, in Å:
Hg -1.40720 -0.42997 2.12790  1.759
Hg 0.68588 0.80408 -2.19593  1.700
Cl 0.72131 -0.37411 0.06802  -0.459

Computed properties:
Net charge: +3
Multiplicity: 1
LUMO in Eh: -0.710
Energy relative to the best compared isomer or geometry (same formula, charge and spin) in eV: 0.2807
HOMO level in eV: -26.2

The following is a DFT calculation (the ωB97M-V functional and the def2-TZVPD basis) of a cluster of 3 separate species, C5H15NO2 in total.

Last column: natural (NBO) charge in e.
Positions of all 23 atoms, in Å:
C -0.45714 -2.65066 1.00922  -0.609
C -1.27395 -1.48636 1.64725  -0.399
C -0.55726 -0.14071 1.43550  -0.422
C -1.41398 0.75761 0.56801  -0.304
C -0.99266 1.68459 -0.30350  0.012
N -1.72520 2.18234 -1.36182  -0.819
H 0.29825 -2.34989 0.28910  0.203
H -1.10688 -3.39205 0.53433  0.208
H 0.07765 -3.19297 1.78433  0.203
H -2.34306 -1.48349 1.47388  0.208
H -1.23429 -1.73580 2.71859  0.197
H -0.46715 0.36844 2.40073  0.203
H 0.42179 -0.19599 0.96412  0.202
H -2.48943 0.67726 0.58460  0.179
H 0.05062 1.99732 -0.34167  0.179
H -1.38079 2.93969 -1.90140  0.385
H -2.73148 2.17085 -1.38806  0.374
O 4.32895 -2.10592 0.03690  -0.934
H 4.18871 -1.41101 -0.62194  0.466
H 3.97807 -1.71642 0.85245  0.468
O 1.27439 3.20467 -3.43811  -0.944
H 2.12662 3.53162 -3.12007  0.472
H 1.42823 2.34689 -3.82243  0.473

Computed properties:
Multiplicity: 1
SMILES: CCC/C=C/N.O.O
LUMO in Eh: 0.015
Energy relative to the best compared isomer or geometry (same formula, charge and spin) in eV: 1.8037
HOMO level in eV: -7.5

How do the records compare in max |F|? In the order shown, they have 2.07; 1.94; 1.90; 3.17; 1.57; 0.96; 0.99; 2.40 eV/A.